{"formula": "C5H13N2", "method": "ωB97M-V with the def2-TZVPD basis set", "homo_lumo_gap_ha": 0.2885, "relative_energy_kj_mol": 364.8, "homo_ev": -13.118, "charge": 1, "symbols": ["H", "C", "C", "H", "H", "C", "H", "H", "N", "H", "H", "N", "C", "H", "H", "H", "H", "C", "H", "H"], "xyz": [[-2.46174, -0.26177, -0.09520], [-3.49651, -0.10832, -0.16189], [1.70214, 0.08432, -0.26625], [-0.78871, 0.05771, 0.98784], [0.99287, 0.48475, 1.80216], [1.80491, -0.06079, 1.26509], [2.89704, -0.20369, -2.01120], [3.77234, -0.65415, -0.59802], [-3.95188, 0.92268, 0.49499], [1.93847, -1.14555, 1.56966], [-3.40149, 1.40934, 1.12612], [-0.69399, -0.15299, 0.01086], [0.31433, -0.12849, -0.71517], [0.14739, 0.02693, -1.77622], [-4.87380, 1.37976, 0.43293], [1.91931, 1.24134, -0.55455], [-4.17325, -0.76420, -0.66406], [2.81676, -0.69243, -1.06488], [2.80574, 0.33734, 1.50190], [2.73011, -1.77177, -1.28410]], "forces_ev_per_a": [[2.0780, -0.7037, -0.0404], [-2.8394, 1.9839, 1.6793], [1.6027, 1.3722, 0.2556], [1.6152, -0.6211, 0.6095], [0.9276, -0.5759, -0.1935], [1.3407, -0.6084, -0.2114], [0.2389, 0.2235, -0.7752], [0.6987, 0.5799, 0.6590], [-1.4854, -1.4739, -2.0527], [-0.8447, 1.1347, -0.3054], [1.9442, 1.1452, 1.0999], [-3.0557, 0.2278, -0.5059], [1.3548, 1.2714, -0.2413], [-0.1018, -0.8862, -0.4517], [0.1295, -1.0963, -0.2061], [-0.5658, -2.4059, 0.6854], [-0.4523, 0.0756, -0.7440], [-1.1452, -0.3095, -0.0155], [-0.5895, 0.2781, 0.3727], [-0.8507, 0.3886, 0.3816]], "lowdin_charge": [0.009, 0.203, -0.391, 0.061, 0.072, -0.088, 0.063, 0.064, 0.207, 0.108, 0.110, 0.064, -0.206, 0.126, 0.169, 0.192, 0.123, -0.059, 0.082, 0.089]}